Below is C45H59As2BN6ReS4 as an isolated structure in a non-equilibrium geometry, with properties calculated with wB97M-V/def2-TZVPD.

* total charge: +3
* Kohn-Sham gap (alpha / beta): 4.90 / 4.84 eV
* E_tot: -8245.1956 hartree
* E_HOMO (alpha / beta): -15.93 / -15.91 eV
* 2S+1: 1
* lowest unoccupied orbital energy (alpha / beta): -11.03 / -11.07 eV

Geometry (Å):
Re1 0.169 0.663 1.196
C1 -1.676 -0.397 4.168
C2 -2.922 -0.404 3.285
C3 -4.004 -1.307 3.888
C4 -2.588 -0.847 1.892
C5 -3.420 -1.545 1.016
C6 -2.657 -1.877 -0.096
C7 -3.171 -2.586 -1.302
C8 -2.735 -1.892 -2.593
C9 -2.835 -4.082 -1.285
N1 -1.406 -1.408 0.113
N2 -1.389 -0.751 1.302
B1 -0.045 -2.014 -0.336
N3 0.795 -2.213 0.942
N4 1.146 -1.166 1.736
C10 1.964 -1.633 2.708
C11 2.123 -2.995 2.521
C12 1.385 -3.335 1.389
C13 1.320 -4.683 0.772
C14 0.824 -5.699 1.805
C15 2.719 -5.055 0.260
C16 2.629 -0.857 3.793
C17 2.201 -1.362 5.171
C18 4.151 -0.931 3.643
N5 0.787 -1.041 -1.195
N6 1.232 0.098 -0.582
C19 2.240 0.617 -1.319
C20 2.390 -0.188 -2.438
C21 1.469 -1.236 -2.341
C22 1.317 -2.242 -3.451
C23 0.585 -3.556 -3.201
C24 2.696 -2.593 -4.035
C25 3.134 1.785 -0.996
C26 4.503 1.587 -1.660
C27 3.313 2.001 0.508
H1 -1.918 0.022 5.140
H2 -0.885 0.211 3.717
H3 -1.288 -1.404 4.303
H4 -3.327 0.616 3.253
H5 -3.715 -2.354 3.829
H6 -4.959 -1.181 3.384
H7 -4.148 -1.052 4.933
H8 -4.450 -1.788 1.169
H9 -4.262 -2.520 -1.235
H10 -1.665 -1.709 -2.610
H11 -3.246 -0.937 -2.694
H12 -3.006 -2.508 -3.445
H13 -1.786 -4.273 -1.474
H14 -3.413 -4.584 -2.055
H15 -3.097 -4.519 -0.326
H16 -0.219 -3.023 -0.878
H17 2.714 -3.659 3.116
H18 0.630 -4.682 -0.071
H19 1.509 -5.779 2.642
H20 0.748 -6.676 1.338
H21 -0.155 -5.415 2.180
H22 3.417 -5.157 1.084
H23 3.094 -4.295 -0.421
H24 2.677 -6.004 -0.265
H25 2.332 0.191 3.694
H26 2.542 -2.382 5.326
H27 1.121 -1.340 5.286
H28 2.647 -0.742 5.944
H29 4.497 -1.948 3.807
H30 4.627 -0.293 4.383
H31 4.467 -0.613 2.653
H32 3.092 -0.034 -3.228
H33 0.760 -1.712 -4.237
H34 1.093 -4.150 -2.448
H35 0.593 -4.123 -4.128
H36 -0.453 -3.418 -2.934
H37 3.355 -2.978 -3.263
H38 3.178 -1.756 -4.527
H39 2.567 -3.369 -4.784
H40 2.687 2.698 -1.429
H41 4.931 0.630 -1.370
H42 5.186 2.369 -1.340
H43 4.440 1.639 -2.742
H44 3.220 1.060 1.048
H45 2.588 2.718 0.889
H46 4.299 2.407 0.710
S1 0.856 5.350 3.323
As1 -0.012 3.568 3.904
S2 1.156 1.883 2.931
S3 -2.045 2.107 1.551
S4 -1.123 3.015 5.547
C28 1.038 7.122 -2.449
C29 1.487 5.959 -3.057
C30 1.145 4.722 -2.532
C31 0.320 4.664 -1.415
C32 -0.136 5.822 -0.804
C33 0.218 7.053 -1.336
As2 -0.189 2.870 -0.746
C34 -1.173 2.163 -2.262
C35 -0.619 1.571 -3.385
C36 -1.447 1.165 -4.420
C37 -2.823 1.339 -4.327
C38 -3.382 1.938 -3.213
C39 -2.569 2.357 -2.159
C40 -3.028 2.994 -0.939
C41 -4.293 3.410 -0.630
C42 -4.562 4.111 0.575
C43 -3.582 4.426 1.463
C44 -2.231 3.971 1.251
C45 -1.952 3.212 0.022
H47 1.341 8.085 -2.834
H48 2.117 6.007 -3.931
H49 1.500 3.810 -3.004
H50 -0.776 5.800 0.069
H51 -0.142 7.953 -0.860
H52 0.457 1.451 -3.452
H53 -1.018 0.723 -5.305
H54 -3.456 1.005 -5.135
H55 -4.452 2.066 -3.163
H56 -5.108 3.271 -1.324
H57 -5.569 4.454 0.758
H58 -3.782 5.030 2.335
H59 -1.428 4.514 1.751

=====

Below is C45H59N4PPd as an isolated structure, with properties calculated with wB97M-V/def2-TZVPD.

* total charge: +2
* Kohn-Sham gap (alpha / beta): 7.86 / 6.53 eV
* E_tot: -2437.7462 hartree
* E_HOMO (alpha / beta): -12.27 / -13.35 eV
* 2S+1: 5
* relative energy (zero: lowest compared OMol25 entry of this formula, charge and spin): 182.8 kJ/mol
* ⟨S²⟩: 6.053
* lowest unoccupied orbital energy (alpha / beta): -4.41 / -6.82 eV

Geometry (Å):
Pd1 0.152 -0.133 0.433
C1 -2.105 1.701 0.782
C2 -1.443 1.925 2.148
N1 -0.125 1.244 2.254
C3 1.037 2.170 2.357
C4 2.191 1.811 1.421
N2 1.737 1.377 0.090
C5 1.186 2.395 -0.823
C6 -0.267 2.743 -0.517
N3 -1.091 1.539 -0.274
H1 -2.774 2.538 0.559
H2 -2.700 0.789 0.787
H3 -2.114 1.554 2.921
H4 -1.310 2.989 2.343
H5 -0.135 0.651 3.075
H6 1.417 2.188 3.379
H7 0.694 3.181 2.146
H8 2.765 0.981 1.837
H9 2.864 2.672 1.354
H10 2.512 0.923 -0.389
H11 1.259 1.976 -1.830
H12 1.784 3.311 -0.805
H13 -0.679 3.324 -1.345
H14 -0.329 3.379 0.362
H15 -1.549 1.244 -1.132
C7 2.274 -3.223 0.663
C8 1.649 -4.004 -0.464
C9 1.885 -5.379 -0.515
C10 1.410 -6.158 -1.553
C11 0.683 -5.577 -2.585
C12 0.426 -4.221 -2.550
C13 0.887 -3.432 -1.489
P1 0.531 -1.655 -1.578
C14 -1.296 -1.497 -1.947
C15 -2.291 -2.714 -1.763
C16 -4.806 -2.128 -1.714
C17 -5.040 -0.648 -1.840
C18 -4.287 0.326 -2.351
C19 -2.938 0.494 -2.992
C20 -2.696 1.998 -3.157
C21 1.461 -1.094 -3.032
C22 0.938 -1.221 -4.308
C23 1.655 -0.807 -5.426
C24 2.924 -0.251 -5.270
C25 3.478 -0.145 -4.016
C26 2.787 -0.588 -2.858
C27 3.453 -0.575 -1.625
H16 2.263 -3.801 1.586
H17 1.759 -2.278 0.851
H18 3.318 -3.001 0.432
H19 2.467 -5.838 0.275
H20 1.615 -7.220 -1.566
H21 0.322 -6.176 -3.410
H22 -0.137 -3.766 -3.358
H23 -1.841 -3.707 -1.779
H24 -5.687 -2.633 -2.127
H25 -6.007 -0.330 -1.462
H26 -4.787 1.290 -2.316
H27 -3.318 2.397 -3.959
H28 -1.661 2.243 -3.389
H29 -2.983 2.538 -2.249
H30 -0.050 -1.644 -4.445
H31 1.226 -0.917 -6.413
H32 3.480 0.078 -6.137
H33 4.478 0.253 -3.896
H34 4.477 -0.232 -1.566
H35 3.023 -1.016 -0.737
C28 -4.450 -3.663 -4.554
C29 -3.641 -2.573 -3.900
C30 -3.086 -1.591 -4.611
C31 -2.375 -0.366 -4.147
C32 -1.769 0.370 -5.333
C33 -1.646 -0.314 -2.818
C34 -1.895 -1.845 -0.660
C35 -3.589 -2.566 -2.434
N4 -1.588 -1.619 0.542
C36 -2.000 -2.453 1.691
C37 -3.058 -3.504 1.363
C38 -3.362 -4.336 2.617
C39 -2.086 -5.030 3.097
C40 -1.032 -3.974 3.441
C41 -1.563 -3.048 4.539
C42 -2.842 -2.359 4.054
C43 -3.898 -3.415 3.715
C44 -2.527 -1.537 2.799
C45 -0.728 -3.150 2.187
H36 -4.342 -3.634 -5.637
H37 -5.511 -3.547 -4.320
H38 -4.148 -4.648 -4.196
H39 -3.201 -1.637 -5.690
H40 -1.279 -0.339 -6.001
H41 -1.029 1.114 -5.049
H42 -2.552 0.864 -5.911
H43 -0.785 0.351 -2.875
H44 -4.777 -2.395 -0.659
H45 -2.709 -4.157 0.558
H46 -3.972 -3.010 1.030
H47 -4.116 -5.083 2.363
H48 -1.706 -5.703 2.323
H49 -2.302 -5.640 3.977
H50 -0.114 -4.461 3.779
H51 -0.806 -2.302 4.803
H52 -1.771 -3.623 5.444
H53 -3.221 -1.692 4.831
H54 -4.823 -2.932 3.388
H55 -4.139 -3.998 4.607
H56 -1.763 -0.788 3.029
H57 -3.424 -1.013 2.450
H58 -0.336 -3.790 1.391
H59 0.032 -2.387 2.410

=====

Below is C45H59NO4P3PdSSi as an isolated structure, with properties calculated with wB97M-V/def2-TZVPD.

* total charge: +1
* Kohn-Sham gap (alpha / beta): 6.37 / 5.64 eV
* E_tot: -3945.2405 hartree
* E_HOMO (alpha / beta): -8.16 / -10.44 eV
* 2S+1: 5
* relative energy (zero: lowest compared OMol25 entry of this formula, charge and spin): 0.0 kJ/mol
* ⟨S²⟩: 6.020
* lowest unoccupied orbital energy (alpha / beta): -1.80 / -4.80 eV

Geometry (Å):
Pd1 1.153 0.221 -1.175
C1 -1.896 1.622 -4.559
C2 -0.960 2.779 -4.199
C3 -1.482 4.144 -4.667
P1 -0.423 2.636 -2.462
C4 0.913 3.820 -2.032
C5 0.366 5.169 -1.548
C6 1.917 3.962 -3.175
C7 -1.728 2.772 -1.241
C8 -2.959 3.320 -1.613
C9 -3.905 3.625 -0.648
C10 -3.620 3.386 0.690
C11 -2.419 2.792 1.050
C12 -1.448 2.458 0.103
Si1 0.073 1.420 0.550
C13 1.285 2.227 1.707
C14 1.021 3.254 2.621
C15 1.993 3.688 3.504
C16 3.254 3.104 3.506
C17 3.548 2.099 2.596
C18 2.582 1.661 1.693
P2 2.929 0.400 0.424
C19 4.170 1.125 -0.750
C20 5.341 1.888 -0.131
C21 4.646 0.057 -1.741
C22 3.614 -1.081 1.300
C23 2.747 -1.346 2.536
C24 5.094 -1.051 1.692
C25 -1.957 -1.240 1.174
C26 -3.106 -0.655 1.696
C27 -4.087 -0.185 0.846
C28 -3.907 -0.257 -0.528
C29 -2.741 -0.795 -1.035
C30 -1.738 -1.322 -0.207
P3 -0.136 -1.770 -0.971
C31 -0.624 -2.347 -2.668
C32 0.563 -2.795 -3.529
C33 -1.728 -3.410 -2.700
C34 0.645 -3.150 -0.019
C35 1.954 -3.620 -0.659
C36 -0.258 -4.340 0.298
H1 -2.089 1.644 -5.633
H2 -2.855 1.690 -4.041
H3 -1.434 0.662 -4.321
H4 -0.015 2.604 -4.725
H5 -2.522 4.310 -4.380
H6 -1.433 4.177 -5.757
H7 -0.887 4.973 -4.285
H8 1.403 3.336 -1.178
H9 -0.194 5.684 -2.329
H10 1.206 5.806 -1.265
H11 -0.280 5.051 -0.678
H12 2.300 2.998 -3.514
H13 2.759 4.566 -2.834
H14 1.477 4.469 -4.036
H15 -3.173 3.539 -2.650
H16 -4.851 4.063 -0.940
H17 -4.345 3.643 1.452
H18 -2.239 2.560 2.095
H19 0.038 3.712 2.643
H20 1.770 4.484 4.203
H21 4.007 3.435 4.208
H22 4.540 1.668 2.591
H23 3.560 1.844 -1.310
H24 5.004 2.702 0.510
H25 5.949 2.319 -0.930
H26 5.985 1.231 0.454
H27 5.352 -0.635 -1.281
H28 5.156 0.538 -2.577
H29 3.813 -0.516 -2.154
H30 3.472 -1.883 0.577
H31 2.980 -0.634 3.329
H32 2.943 -2.349 2.921
H33 1.676 -1.246 2.346
H34 5.303 -0.273 2.426
H35 5.755 -0.910 0.839
H36 5.352 -2.005 2.158
H37 -3.224 -0.577 2.769
H38 -4.984 0.260 1.259
H39 -4.665 0.121 -1.203
H40 -2.610 -0.810 -2.109
H41 -1.002 -1.428 -3.123
H42 0.856 -3.816 -3.295
H43 1.427 -2.142 -3.426
H44 0.260 -2.783 -4.577
H45 -1.326 -4.387 -2.438
H46 -2.128 -3.486 -3.713
H47 -2.554 -3.190 -2.025
H48 0.891 -2.640 0.912
H49 1.772 -4.312 -1.477
H50 2.543 -4.155 0.088
H51 2.554 -2.793 -1.044
H52 -0.376 -4.986 -0.572
H53 -1.247 -4.037 0.631
H54 0.193 -4.938 1.093
S1 1.876 1.057 -5.896
C37 1.563 0.640 -4.379
N1 1.328 0.323 -3.264
O1 -0.347 -1.484 4.105
C38 -1.145 -1.955 3.352
O2 -0.955 -1.697 1.991
C39 -2.237 -2.858 3.757
C40 -2.980 -3.617 2.861
C41 -3.974 -4.491 3.295
C42 -4.191 -4.560 4.649
O3 -5.092 -5.316 5.314
C43 -4.909 -5.045 6.710
O4 -3.878 -4.065 6.820
C44 -3.453 -3.803 5.552
C45 -2.471 -2.950 5.144
H55 -2.806 -3.538 1.797
H56 -4.552 -5.084 2.599
H57 -4.603 -5.959 7.217
H58 -5.835 -4.650 7.126
H59 -1.884 -2.366 5.840

=====

Below is a 10-piece molecular cluster, C45H60FN10O6P overall in a non-equilibrium geometry, with properties calculated with wB97M-V/def2-TZVPD.

* total charge: 0
* SMILES string: C[C@H](O)CO[PH](CCOC=O)(CC(=O)F)OC#N.c1cc[nH]c1.c1cc[nH]c1.c1cc[nH]c1.c1cc[nH]c1.c1cc[nH]c1.c1cc[nH]c1.c1cc[nH]c1.c1cc[nH]c1.c1cc[nH]c1
* Kohn-Sham gap: 7.70 eV
* E_tot: -3190.8383 hartree
* E_HOMO: -7.90 eV
* 2S+1: 1
* lowest unoccupied orbital energy: -0.21 eV

Geometry (Å):
C1 4.520 3.082 -0.284
C2 3.300 2.954 -1.230
O1 3.777 2.483 -2.473
C3 2.706 4.360 -1.391
O2 1.410 4.434 -1.957
P1 0.217 3.389 -1.365
C4 -1.035 4.308 -2.354
C5 -2.490 3.991 -2.128
O3 -2.917 4.369 -0.819
C6 -3.919 3.586 -0.314
O4 -3.790 2.443 -0.013
C7 0.480 3.843 0.397
C8 -0.637 3.533 1.359
O5 -1.419 4.370 1.707
F1 -0.700 2.319 1.880
O6 -0.983 2.143 -0.770
C9 -0.926 1.087 -1.424
N1 -0.882 0.101 -2.038
H1 5.394 3.456 -0.802
H2 4.690 2.118 0.174
H3 4.278 3.758 0.530
H4 2.654 2.225 -0.759
H5 4.535 3.018 -2.706
H6 3.364 4.862 -2.097
H7 2.829 4.933 -0.476
H8 0.835 2.321 -2.036
H9 -0.828 4.079 -3.394
H10 -0.837 5.364 -2.240
H11 -2.766 2.978 -2.383
H12 -3.048 4.615 -2.827
H13 -4.871 4.100 -0.152
H14 1.375 3.358 0.774
H15 0.660 4.906 0.456
C10 -7.342 7.825 0.991
C11 -7.827 7.568 -0.320
C12 -6.852 6.878 -0.988
N2 -5.796 6.712 -0.132
C13 -6.089 7.283 1.077
H16 -7.857 8.347 1.780
H17 -8.782 7.856 -0.725
H18 -6.817 6.494 -1.993
H19 -4.937 6.247 -0.357
H20 -5.383 7.254 1.889
C14 4.132 -1.225 -1.473
C15 3.356 -2.056 -0.617
C16 2.040 -1.734 -0.823
N3 1.990 -0.742 -1.761
C17 3.260 -0.426 -2.165
H21 5.205 -1.216 -1.567
H22 3.725 -2.804 0.067
H23 1.135 -2.122 -0.385
H24 1.144 -0.314 -2.101
H25 3.428 0.331 -2.903
C18 -0.031 -6.112 2.527
C19 -0.592 -6.410 1.254
C20 -0.055 -5.527 0.354
N4 0.805 -4.708 1.035
C21 0.827 -5.059 2.357
H26 -0.234 -6.614 3.458
H27 -1.307 -7.183 1.026
H28 -0.209 -5.411 -0.705
H29 1.338 -3.962 0.628
H30 1.451 -4.532 3.057
C22 4.199 5.360 -6.834
C23 5.079 6.024 -5.938
C24 4.408 6.192 -4.757
N5 3.156 5.658 -4.906
C25 3.023 5.146 -6.166
H31 4.406 5.072 -7.850
H32 6.089 6.341 -6.139
H33 4.711 6.645 -3.827
H34 2.444 5.644 -4.197
H35 2.106 4.676 -6.479
C26 2.599 -2.953 5.287
C27 1.620 -2.067 4.757
C28 1.397 -1.097 5.695
N6 2.201 -1.362 6.773
C29 2.940 -2.490 6.529
H36 3.009 -3.828 4.811
H37 1.135 -2.136 3.797
H38 0.740 -0.244 5.692
H39 2.244 -0.813 7.611
H40 3.639 -2.863 7.257
C30 -5.362 -3.430 -1.841
C31 -4.151 -4.131 -1.584
C32 -3.122 -3.249 -1.772
N7 -3.662 -2.043 -2.137
C33 -5.027 -2.147 -2.176
H41 -6.362 -3.825 -1.785
H42 -4.050 -5.163 -1.294
H43 -2.057 -3.372 -1.680
H44 -3.136 -1.212 -2.341
H45 -5.639 -1.301 -2.438
C34 -2.569 -0.017 9.497
C35 -3.039 -0.296 8.185
C36 -2.037 -0.953 7.523
N8 -0.980 -1.079 8.381
C37 -1.297 -0.515 9.588
H46 -3.104 0.489 10.282
H47 -4.002 -0.043 7.776
H48 -1.984 -1.340 6.520
H49 -0.106 -1.519 8.158
H50 -0.593 -0.516 10.402
C38 -1.500 -3.753 -6.884
C39 -2.255 -4.770 -6.241
C40 -2.728 -4.249 -5.066
N9 -2.287 -2.958 -4.972
C41 -1.541 -2.648 -6.077
H51 -0.988 -3.824 -7.828
H52 -2.430 -5.770 -6.600
H53 -3.337 -4.682 -4.291
H54 -2.480 -2.336 -4.209
H55 -1.105 -1.670 -6.194
C42 5.497 -8.208 1.763
C43 4.723 -9.034 2.621
C44 3.407 -8.711 2.419
N10 3.357 -7.722 1.478
C45 4.624 -7.412 1.070
H56 6.570 -8.199 1.666
H57 5.090 -9.780 3.306
H58 2.506 -9.098 2.863
H59 2.515 -7.289 1.140
H60 4.795 -6.654 0.325

=====

> Number 3 is which compound?

C45H59NO4P3PdSSi

=====

> Look up the E_tot of the third one.

-3945.2405 hartree

=====

> What is the formula in the second record?

C45H59N4PPd

=====

> The highest E_tot belongs to which entry?

C45H59N4PPd